149
Properties=species:S:1:pos:R:3 method="wB97M-V/def2-TZVPD" charge=+2 s2=0.76 de_lowest_kj_mol=0.00 homo_energy_ev="-12.482 / -12.486" orbital_gap_ha="0.2121 / 0.1920" multiplicity=2
Ru 2.021 0.795 -0.521
N 5.679 -4.496 -5.611
C 4.760 -3.755 -4.951
C 4.999 -2.394 -4.675
C 4.071 -1.647 -3.993
C 2.878 -2.241 -3.571
C 2.625 -3.593 -3.835
C 3.553 -4.338 -4.516
S 1.715 -1.354 -2.682
O 1.965 0.107 -2.867
O 0.388 -1.773 -3.057
N 1.858 -1.580 -1.092
C 3.099 -1.754 -0.512
S 4.258 -2.981 -0.858
C 5.229 -2.401 0.439
C 4.646 -1.341 1.030
N 3.428 -0.966 0.484
H 6.487 -4.063 -6.019
H 5.475 -5.440 -5.885
H 5.924 -1.938 -5.006
H 4.260 -0.603 -3.784
H 1.697 -4.044 -3.505
H 3.359 -5.382 -4.726
H 6.169 -2.868 0.688
H 5.043 -0.790 1.870
C -1.934 -0.943 4.234
C -1.048 -0.293 5.300
C -1.805 -0.294 6.635
C -0.850 1.174 4.893
C 0.342 -1.002 5.454
O 1.287 -0.077 5.989
C 0.365 -2.231 6.393
C -0.451 -3.497 6.066
C 0.070 -4.278 4.880
C 1.339 -4.852 4.914
C 1.846 -5.544 3.825
C 1.069 -5.675 2.684
Cl 1.699 -6.526 1.309
C -0.208 -5.146 2.634
C -0.698 -4.456 3.734
C 0.977 -1.468 4.131
N 1.422 -0.445 3.180
C 0.891 -0.180 2.000
N 1.555 0.826 1.432
C 2.512 1.131 2.365
N 2.466 0.385 3.429
H -2.934 -0.506 4.280
H -2.042 -2.019 4.365
H -1.548 -0.764 3.229
H -2.701 0.322 6.542
H -1.207 0.133 7.444
H -2.125 -1.293 6.936
H -1.832 1.640 4.771
H -0.310 1.277 3.948
H -0.299 1.733 5.647
H 1.102 0.048 6.927
H 0.075 -1.888 7.388
H 1.419 -2.511 6.467
H -1.507 -3.272 5.924
H -0.396 -4.132 6.952
H 1.947 -4.759 5.807
H 2.832 -5.987 3.860
H -0.814 -5.284 1.748
H -1.706 -4.057 3.695
H 0.302 -2.110 3.574
H 1.865 -2.041 4.388
H 0.065 -0.724 1.569
H 3.234 1.918 2.235
C -3.115 1.737 -4.864
Si -3.369 0.028 -4.191
C -5.162 -0.454 -4.251
C -2.279 -1.192 -5.059
Si -2.983 0.055 -1.829
Te -0.474 0.441 -1.214
Si -4.473 1.412 -0.553
C -4.316 0.884 1.229
C -6.209 1.123 -1.144
C -3.993 3.192 -0.837
Si -3.150 -2.180 -1.042
C -2.489 -3.371 -2.300
C -4.971 -2.442 -0.742
C -2.210 -2.277 0.569
H -3.387 1.766 -5.924
H -2.070 2.043 -4.781
H -3.731 2.474 -4.342
H -5.448 -0.595 -5.298
H -5.808 0.317 -3.829
H -5.364 -1.391 -3.729
H -2.150 -0.886 -6.100
H -2.715 -2.192 -5.053
H -1.293 -1.259 -4.600
H -4.866 -0.045 1.399
H -4.737 1.646 1.892
H -3.281 0.718 1.532
H -6.446 0.070 -1.302
H -6.415 1.659 -2.072
H -6.894 1.503 -0.379
H -2.910 3.324 -0.849
H -4.406 3.851 -0.067
H -4.384 3.530 -1.801
H -3.225 -3.558 -3.084
H -2.253 -4.331 -1.831
H -1.579 -2.988 -2.763
H -5.589 -2.091 -1.569
H -5.307 -1.939 0.167
H -5.169 -3.511 -0.622
H -1.143 -2.450 0.389
H -2.581 -3.098 1.191
H -2.333 -1.351 1.134
C 3.600 4.401 -0.544
Si 3.581 2.606 -1.063
C 4.978 1.729 -0.163
C 3.990 2.504 -2.874
Ge 0.736 2.822 -1.063
Si -0.080 4.015 0.894
C -1.436 3.007 1.692
C -0.731 5.633 0.247
C 1.253 4.302 2.157
Si 0.374 3.817 -3.238
C 0.791 2.642 -4.614
C 1.387 5.374 -3.317
C -1.440 4.216 -3.258
H 4.244 4.944 -1.241
H 4.029 4.508 0.456
H 2.629 4.905 -0.542
H 5.859 2.370 -0.284
H 5.211 0.759 -0.604
H 4.821 1.583 0.904
H 5.080 2.548 -2.963
H 3.571 3.338 -3.440
H 3.644 1.584 -3.341
H -2.427 3.358 1.404
H -1.354 3.081 2.779
H -1.363 1.949 1.430
H -1.474 5.497 -0.540
H 0.074 6.261 -0.147
H -1.204 6.189 1.063
H 1.415 3.413 2.767
H 0.908 5.101 2.821
H 2.208 4.618 1.737
H 1.862 2.625 -4.819
H 0.280 2.968 -5.525
H 0.489 1.616 -4.397
H 2.451 5.196 -3.157
H 1.052 6.109 -2.581
H 1.274 5.825 -4.308
H -2.049 3.398 -2.874
H -1.751 4.415 -4.287
H -1.661 5.110 -2.669



25
Properties=species:S:1:pos:R:3 method="wB97M-V/def2-TZVPD" charge=0 de_lowest_kj_mol=47.13 homo_energy_ev=-9.345 smiles=CCC[C@@H](C)N.O.O orbital_gap_ha=0.3671 multiplicity=1
C -1.446 -1.384 0.899
C -1.492 -0.833 -0.527
C -0.101 -0.793 -1.165
C 0.782 0.370 -0.703
C 2.184 0.242 -1.252
N 0.215 1.693 -1.024
H -2.442 -1.585 1.300
H -0.937 -0.686 1.566
H -0.947 -2.354 0.961
H -2.166 -1.430 -1.135
H -1.923 0.168 -0.469
H 0.421 -1.718 -0.928
H -0.165 -0.792 -2.252
H 0.804 0.253 0.376
H 2.607 -0.743 -1.079
H 2.874 0.876 -0.674
H 2.299 0.543 -2.290
H 0.837 2.157 -1.674
H -0.657 1.575 -1.527
O -2.129 2.613 1.772
H -1.501 2.200 2.371
H -2.199 2.040 0.998
O 2.022 -2.048 1.366
H 1.133 -2.091 1.741
H 2.416 -1.270 1.780



13
Properties=species:S:1:pos:R:3 method="wB97M-V/def2-TZVPD" charge=0 de_lowest_kj_mol=120.51 homo_energy_ev=-9.756 smiles="[H]/N=C/OCC(N)=O" orbital_gap_ha=0.3886 multiplicity=1
H 0.254 -2.758 -0.316
N -0.030 -1.783 -0.276
C -0.222 -1.430 0.928
O -0.617 -0.214 1.304
C -0.933 0.747 0.287
C 0.322 1.463 -0.233
N 1.015 0.774 -1.174
O 0.625 2.571 0.171
H -0.094 -2.058 1.813
H -1.485 0.257 -0.522
H -1.551 1.493 0.784
H 1.911 1.146 -1.452
H 0.807 -0.209 -1.315



12
Properties=species:S:1:pos:R:3 method="wB97M-V/def2-TZVPD" charge=-1 de_lowest_kj_mol=10.84 homo_energy_ev=-3.873 smiles="CCNC(=O)[O-]" orbital_gap_ha=0.2985 multiplicity=1
C -1.050 0.184 -0.893
C -0.062 0.925 0.058
N 1.028 0.110 0.542
C 0.831 -1.264 0.965
O -0.295 -1.513 1.454
O 1.856 -1.976 0.841
H -1.782 0.941 -1.215
H -1.579 -0.589 -0.346
H -0.579 -0.203 -1.790
H -0.614 1.419 0.859
H 0.335 1.737 -0.563
H 1.911 0.229 0.087



11
Properties=species:S:1:pos:R:3 method="wB97M-V/def2-TZVPD" charge=0 s2=2.02 de_lowest_kj_mol=83.80 homo_energy_ev="-5.791 / -10.594" orbital_gap_ha="0.2331 / 0.2874" multiplicity=3
C -0.368 0.735 0.308
C -1.410 -0.237 -0.205
C -0.341 2.005 0.051
C 2.766 -0.970 -0.111
N -1.476 -1.440 0.160
O -0.274 3.070 -0.372
O 2.078 -1.578 -0.772
O 3.459 -0.392 0.581
H 0.085 0.527 1.241
H -2.179 0.203 -0.856
H -2.340 -1.923 -0.027



40
Properties=species:S:1:pos:R:3 method="wB97M-V/def2-TZVPD" charge=0 de_lowest_kj_mol=1223.14 homo_energy_ev=-8.304 smiles="CCC(=O)c1ccccc1OCCSc1nc(C)cc(=O)[nH]1" orbital_gap_ha=0.2855 multiplicity=1
C 2.510 0.795 1.401
C 2.459 -0.438 2.072
C 2.841 -1.607 1.127
O 4.167 -1.781 0.920
C 2.166 -2.573 0.556
C 2.551 -3.948 0.474
C 1.753 -4.952 0.114
C 0.346 -4.709 -0.444
C -0.157 -3.471 -0.175
C 0.651 -2.334 0.403
O 0.034 -1.270 0.646
C -1.082 -0.847 0.101
C -1.209 -0.520 -1.301
S 0.193 0.877 -1.762
C -0.747 2.217 -1.299
N -2.082 2.159 -0.984
C -2.677 3.241 -0.454
C -3.820 3.181 0.063
C -2.012 4.456 -0.848
C -0.823 4.500 -1.194
O -0.252 5.600 -1.558
N -0.225 3.322 -1.468
H 2.187 1.579 2.231
H 1.832 0.675 0.502
H 3.474 0.762 1.035
H 3.022 -0.573 2.918
H 1.551 -0.755 2.321
H 3.585 -4.125 0.607
H 2.177 -5.891 -0.274
H -0.393 -5.428 -0.702
H -1.158 -3.246 -0.402
H -1.069 0.355 0.620
H -1.959 -1.438 0.425
H -2.043 -0.171 -1.742
H -0.803 -1.441 -1.704
H -4.046 2.420 0.846
H -4.395 3.994 0.409
H -4.609 2.612 -0.616
H -2.635 5.473 -0.553
H 0.694 3.300 -2.311



17
Properties=species:S:1:pos:R:3 method="wB97M-V/def2-TZVPD" charge=+1 de_lowest_kj_mol=249.76 homo_energy_ev=-14.476 smiles="C/C(=C/[NH3+])C(O)O" orbital_gap_ha=0.4116 multiplicity=1
C 1.818 1.247 -0.400
C 0.741 0.243 -0.076
C 0.857 -1.049 0.182
N -0.347 -1.870 0.229
C -0.816 0.826 0.087
O -1.380 0.368 1.293
O -1.542 0.314 -1.065
H 2.140 1.097 -1.405
H 2.535 1.194 0.300
H 1.400 2.238 -0.294
H 1.797 -1.628 0.173
H -1.155 -1.308 -0.208
H -0.597 -1.900 1.264
H -0.277 -2.862 0.050
H -0.688 1.901 0.004
H -2.357 0.298 1.404
H -2.130 0.891 -1.539



16
Properties=species:S:1:pos:R:3 method="wB97M-V/def2-TZVPD" charge=0 de_lowest_kj_mol=12.54 homo_energy_ev=-7.821 smiles=Cc1c[nH]c(C)c1 orbital_gap_ha=0.3261 multiplicity=1
C 1.884 -1.447 -1.102
C 0.842 -0.718 -0.304
C 0.502 -0.942 0.998
N -0.512 -0.074 1.341
C -0.872 0.666 0.254
C -1.812 1.811 0.320
C -0.028 0.301 -0.772
H 2.773 -0.854 -1.273
H 1.451 -1.743 -2.066
H 2.181 -2.360 -0.592
H 0.918 -1.631 1.716
H -1.050 -0.152 2.188
H -2.150 2.083 -0.673
H -1.335 2.698 0.758
H -2.677 1.604 0.957
H -0.115 0.756 -1.750



8
Properties=species:S:1:pos:R:3 method="wB97M-V/def2-TZVPD" charge=0 de_lowest_kj_mol=471.21 homo_energy_ev=-10.382 smiles="C=C(Cl)OO" orbital_gap_ha=0.4068 multiplicity=1
C 0.365 -0.588 0.808
C -0.798 -0.335 0.259
Cl -2.187 -1.327 -0.243
O -0.973 1.194 -0.320
O -1.602 1.911 0.629
H 0.608 -1.544 1.140
H 1.042 0.149 1.228
H -2.487 1.711 0.421



18
Properties=species:S:1:pos:R:3 method="wB97M-V/def2-TZVPD" charge=0 de_lowest_kj_mol=277.65 homo_energy_ev=-9.893 smiles="CNCC=O.O.O" orbital_gap_ha=0.3846 multiplicity=1
C -0.996 0.788 2.157
N -0.985 0.258 0.773
C 0.353 0.149 0.188
C 0.346 0.037 -1.291
O 1.188 -0.552 -1.962
H -0.811 1.872 2.036
H -0.225 0.280 2.924
H -2.004 0.620 2.533
H -1.381 -0.798 0.769
H 1.026 0.954 0.620
H 0.862 -0.739 0.716
H -0.385 0.805 -1.848
O -1.998 2.298 -0.666
H -2.922 2.409 -0.491
H -1.795 1.669 -0.032
O 3.534 -3.289 -1.977
H 3.483 -3.802 -2.738
H 2.709 -2.960 -1.711



101
Properties=species:S:1:pos:R:3 method="wB97M-V/def2-TZVPD" charge=+1 de_lowest_kj_mol=97.74 homo_energy_ev=-9.711 orbital_gap_ha=0.2560 multiplicity=1
Sn -0.940 -0.267 -0.377
S 0.799 -3.266 2.899
C -0.910 -3.594 2.866
C -1.621 -4.540 3.585
C -2.990 -4.577 3.423
C -3.633 -3.695 2.553
C -2.925 -2.771 1.814
C -1.544 -2.714 1.970
N -0.684 -1.858 1.347
C 0.552 -1.996 1.739
C 1.606 -1.140 1.252
C 2.910 -1.263 1.733
C 3.897 -0.411 1.279
C 3.598 0.512 0.290
C 2.308 0.602 -0.211
C 1.257 -0.176 0.286
H -1.114 -5.218 4.253
H -3.574 -5.292 3.982
H -4.706 -3.737 2.467
H -3.405 -2.064 1.154
H 3.137 -2.021 2.470
H 4.895 -0.476 1.681
H 4.364 1.170 -0.098
H 2.137 1.265 -1.056
O -2.654 0.326 1.690
C -1.963 1.308 1.900
O -1.275 1.855 0.956
C -1.848 1.870 3.264
C -2.988 1.882 4.066
C -2.919 2.262 5.391
C -1.697 2.634 5.933
C -0.566 2.669 5.136
C -0.631 2.280 3.800
S 0.964 2.149 2.994
H -3.920 1.565 3.624
H -3.808 2.250 6.003
H -1.625 2.888 6.980
H 0.383 2.983 5.542
I -0.208 1.270 -2.967
C -0.924 -0.099 -4.496
C -1.791 0.503 -5.370
C -2.211 -0.161 -6.526
C -1.712 -1.397 -6.811
C -0.839 -2.051 -5.917
C -0.333 -3.323 -6.256
C 0.534 -3.987 -5.435
C 0.836 -3.426 -4.195
C 0.333 -2.204 -3.799
P 0.670 -1.875 -2.028
C 2.493 -1.798 -2.143
C 2.950 -0.824 -3.036
C 4.296 -0.543 -3.151
C 5.212 -1.256 -2.395
C 4.771 -2.225 -1.512
C 3.417 -2.481 -1.364
C -0.014 -3.421 -1.349
C -1.394 -3.486 -1.560
C -2.166 -4.466 -0.978
C -1.565 -5.410 -0.157
C -0.200 -5.360 0.058
C 0.576 -4.370 -0.527
C -0.460 -1.425 -4.681
H -2.134 1.511 -5.193
H -2.887 0.338 -7.199
H -1.973 -1.884 -7.738
H -0.650 -3.766 -7.188
H 0.947 -4.946 -5.712
H 1.460 -3.975 -3.503
H 2.241 -0.284 -3.649
H 4.638 0.226 -3.829
H 6.267 -1.054 -2.494
H 5.489 -2.783 -0.929
H 3.101 -3.211 -0.637
H -1.859 -2.746 -2.204
H -3.230 -4.497 -1.154
H -2.163 -6.170 0.322
H 0.274 -6.098 0.690
H 1.636 -4.362 -0.326
Te 0.811 2.958 0.786
C -0.387 4.706 0.842
C -0.543 5.271 -0.418
C -1.344 6.386 -0.575
C -1.992 6.926 0.525
C -1.845 6.351 1.777
C -1.036 5.236 1.943
C 2.637 4.090 0.966
C 3.099 4.644 2.150
C 4.277 5.372 2.162
C 4.982 5.566 0.984
C 4.514 5.029 -0.205
C 3.347 4.286 -0.213
H -0.046 4.834 -1.277
H -1.464 6.824 -1.554
H -2.617 7.797 0.397
H -2.358 6.765 2.632
H -0.925 4.784 2.921
H 2.535 4.497 3.064
H 4.642 5.784 3.092
H 5.897 6.138 0.988
H 5.060 5.181 -1.124
H 2.972 3.853 -1.135



20
Properties=species:S:1:pos:R:3 method="wB97M-V/def2-TZVPD" charge=0 de_lowest_kj_mol=729.22 homo_energy_ev=-9.034 smiles="CCN(CC)N(O)N=O" orbital_gap_ha=0.3529 multiplicity=1
C 2.437 -0.025 -0.106
C 1.041 -0.693 0.109
N 0.001 0.109 -0.579
C -1.284 -0.549 -0.662
C -1.915 -1.045 0.653
N -0.085 1.416 -0.156
O -0.811 2.103 -1.200
N -0.311 2.008 0.988
O -0.136 1.232 1.948
H 2.382 1.021 0.245
H 2.973 -0.203 -1.262
H 3.146 -0.579 0.665
H 0.999 -1.738 -0.302
H 0.964 -0.705 1.275
H -1.207 -1.347 -1.401
H -1.977 0.310 -1.006
H -2.497 -2.000 0.339
H -1.020 -1.288 1.318
H -2.555 -0.221 1.043
H -0.145 2.194 -1.909